A structure of composition C13H28AlO5SSi. Source: the Open Molecules 2025 dataset; level of theory: wB97M-V/def2-TZVPD.

The geometry in XYZ format:
```
49
C13H28AlO5SSi (wB97M-V/def2-TZVPD)
C -1.398 -0.316 -5.967
O -1.725 0.323 -4.707
C -0.630 0.210 -3.794
C -0.531 -1.270 -3.161
C 0.724 -1.477 -2.226
C 0.638 -0.775 -0.797
C -0.810 -0.778 -0.129
Si -0.588 -0.300 1.738
C -1.084 1.516 2.127
C -0.290 2.582 1.205
C 0.736 3.486 2.022
C 2.087 2.754 2.447
S 3.077 2.151 0.997
O 4.478 2.681 1.105
O 2.541 2.671 -0.317
O 3.111 0.497 1.078
C -1.427 -1.532 2.949
C -0.500 -2.932 2.787
C -1.250 -4.313 3.382
O -1.023 -3.935 1.852
H -1.805 -1.386 -5.875
H -1.871 0.211 -6.846
H -0.276 -0.429 -6.109
H -0.815 0.917 -2.928
H 0.330 0.540 -4.300
H -0.394 -1.973 -4.049
H -1.521 -1.542 -2.699
H 1.608 -1.011 -2.774
H 0.974 -2.575 -2.086
H 1.069 0.276 -0.803
H 1.306 -1.380 -0.098
H -1.545 -0.066 -0.620
H -1.300 -1.806 -0.177
H 0.867 -0.383 2.009
H -0.782 1.762 3.197
H -2.210 1.741 2.011
H 0.222 1.962 0.401
H -0.982 3.291 0.652
H 0.244 3.899 2.959
H 1.015 4.403 1.410
H 1.796 1.914 3.154
H 2.781 3.448 3.015
H 3.150 0.099 0.185
H -2.470 -1.849 2.673
H -1.290 -1.236 4.028
H 0.658 -2.833 2.943
H -0.261 -4.490 3.980
H -1.236 -5.372 2.979
Al -3.397 2.627 1.179
```

The net charge is +3. The value obtained for the HOMO energy is -17.57 eV. The total energy comes out at -1816.8267 hartree.